Computed, not measured: a structure of composition C28H49N2O2P3Y, with ωB97M-V/def2-TZVPD.

As for the relative energy (zero: lowest compared OMol25 entry of this formula, charge and spin): 6.7 kcal per mole. The total charge is +3. For the HOMO energy, the calculation gives -15.0309 eV. The HOMO-LUMO gap is 6.6 eV.

Each line ends with the Löwdin charge.
Element x y z (Å)
H  1.1090  4.9132  -0.9987  0.073
H  4.8022  -0.7243  1.6645  0.137
P  -1.7351  0.5607  2.1078  0.805
H  -0.1904  0.9241  4.0045  0.009
P  1.3280  2.5862  -0.3538  0.925
C  4.7895  -2.9723  3.4180  0.032
H  -3.7309  0.1862  3.3234  0.087
C  -2.2832  2.2192  1.5547  -0.242
P  0.6336  -1.3336  -2.0182  0.808
H  -1.8173  0.4221  4.5423  0.063
H  -0.8148  -2.1609  -3.8329  0.041
H  0.1275  2.0560  -0.8379  0.043
H  4.9610  -1.9614  3.7945  0.095
H  -2.7119  -2.9280  -2.4114  0.095
C  3.6457  1.5952  3.9124  -0.060
H  -4.2004  -3.0924  -4.5283  0.124
C  1.8314  4.1167  -1.1942  -0.172
H  5.6897  -3.2682  2.8612  0.115
H  -0.7497  0.4221  -3.0468  0.023
H  2.8104  -2.1920  -1.4503  0.032
H  0.4327  3.2588  1.8174  0.049
H  -2.4091  2.8906  2.4134  0.062
Y  -1.7667  -1.7427  0.6325  1.517
H  1.2346  -4.9265  1.2854  0.117
H  0.6076  -0.0859  -4.1072  0.069
H  1.9043  3.9555  -2.2757  0.076
C  1.3660  2.8301  1.4350  -0.198
H  -3.2389  2.1597  1.0263  0.060
C  1.8467  -4.1556  1.7021  0.074
C  2.1835  -0.3589  3.8674  -0.026
O  -2.0732  -0.6008  -1.1981  -0.412
C  -4.2374  -2.3675  0.6865  -0.215
H  1.5529  1.8766  1.9571  0.040
C  2.6737  1.3984  -0.5452  -0.208
O  0.3690  -2.1558  1.5977  -0.255
H  -4.3778  -2.3979  1.7863  0.079
C  0.0121  -2.5707  -3.2322  -0.281
C  4.4656  1.0049  2.9303  -0.060
H  -4.6048  1.1524  -4.4995  0.117
C  -3.9476  -2.1472  -4.0274  -0.059
H  4.0973  -5.7122  3.5133  0.112
H  -4.1250  0.0743  1.5975  0.036
N  3.5830  -3.1355  2.5996  -0.036
C  -4.4896  -0.9953  -4.5993  -0.067
H  1.3697  -0.9720  4.2732  0.131
H  3.6201  1.9101  -0.3143  0.087
C  1.4788  -2.7862  1.8531  -0.356
H  2.8135  4.3947  -0.8007  0.077
C  -1.2663  1.0364  3.8219  -0.227
H  -5.4485  -1.6567  -1.0078  0.112
H  5.0101  -5.3243  2.0551  0.107
N  2.6266  -2.1932  2.3714  0.052
H  2.0075  1.2665  5.2824  0.120
C  3.9876  -5.4941  2.4343  0.007
C  -5.0221  -1.4817  -0.0017  0.079
H  -3.4069  -1.3154  2.5053  0.014
C  -2.8611  -0.7667  -2.3199  -0.436
C  2.9206  -0.8620  2.7912  -0.208
H  2.5593  0.5875  0.1838  0.045
C  4.1205  -0.2298  2.3743  -0.048
C  -3.4325  0.3734  -2.8985  -0.051
C  3.1244  -4.3247  2.2001  -0.248
C  -4.2056  0.2565  -4.0377  -0.060
H  4.7644  -3.6535  4.2857  0.116
H  0.8993  1.0281  -2.7392  -0.006
H  -5.1429  -1.0314  -5.4808  0.123
H  2.7481  0.9546  -1.5336  0.015
C  -3.1033  -2.0348  -2.9042  -0.083
H  -5.4253  -0.5600  0.4507  0.093
H  3.9184  2.5791  4.3303  0.128
H  3.5396  -6.3677  1.9413  0.106
H  -3.9464  -3.3412  0.2670  0.082
H  0.8179  -2.8675  -3.9195  0.052
H  5.3428  1.5508  2.5588  0.126
H  -1.5479  2.6788  0.8929  0.008
C  0.3180  0.1614  -3.0779  -0.265
H  3.0138  -0.6371  -2.3145  0.016
H  2.1844  3.5378  1.6607  0.087
C  2.5761  0.8500  4.4464  -0.071
H  -1.5267  2.0864  4.0227  0.061
C  2.4493  -1.5759  -2.2857  -0.277
H  2.5998  -2.1110  -3.2320  0.047
H  -3.3373  1.2723  -2.3145  0.109
H  -0.3368  -3.4546  -2.6795  0.033
C  -3.3856  -0.2086  2.3605  -0.322